ORCA calculation (the ωB97M-V functional and the def2-TZVPD basis) on a structure of composition C27H61CoS3SbSe3Si5 in a non-equilibrium geometry.

Positions of all 101 atoms, in Å:
Co (0.6290, 0.6810, -0.1594)
S (0.9952, 1.5995, 4.6750)
C (1.3223, 1.4704, 3.0263)
S (0.3912, 0.3542, 2.0884)
S (2.6846, 2.2760, 2.3731)
C (1.1863, 4.8173, -0.1529)
Se (0.2876, 3.0700, -0.1253)
C (-0.4158, 3.2119, -1.9797)
C (0.4239, 2.4996, -3.0260)
Se (1.0669, 0.6892, -2.4960)
C (-0.3356, -0.3225, -3.3920)
H (0.4268, 5.5947, -0.0847)
H (1.7858, 4.9407, -1.0527)
H (1.8207, 4.8341, 0.7294)
H (-0.5044, 4.2753, -2.2124)
H (-1.4113, 2.7765, -1.9427)
H (1.3200, 3.0703, -3.2680)
H (-0.1426, 2.3463, -3.9470)
H (-0.2501, -0.2058, -4.4710)
H (-1.3115, -0.0050, -3.0278)
H (-0.1646, -1.3599, -3.1034)
Se (0.5135, -2.6226, -0.7942)
C (0.8748, -4.3835, -0.2060)
C (0.0669, -5.0255, 0.7392)
C (0.3256, -6.3318, 1.1247)
C (1.3830, -7.0401, 0.5679)
C (2.1873, -6.4160, -0.3783)
C (1.9441, -5.1039, -0.7522)
H (-0.7687, -4.4890, 1.1670)
H (-0.3079, -6.8076, 1.8667)
H (1.5777, -8.0629, 0.8705)
H (3.0097, -6.9616, -0.8301)
H (2.5763, -4.6102, -1.4794)
C (5.7193, -0.3496, 2.5540)
Si (4.2555, -0.8812, 1.4603)
C (4.9474, -2.1823, 0.2483)
C (3.0278, -1.7911, 2.5603)
C (3.6150, 0.5620, 0.4825)
Si (4.6834, 1.4944, -0.6855)
C (6.3401, 2.0190, 0.0878)
C (3.8900, 3.1207, -1.2591)
C (5.1002, 0.5485, -2.2936)
H (6.0016, -1.1530, 3.2394)
H (5.4554, 0.5273, 3.1491)
H (6.5955, -0.0979, 1.9525)
H (5.2744, -3.0885, 0.7663)
H (5.7970, -1.7845, -0.3146)
H (4.1711, -2.4646, -0.4677)
H (3.4634, -2.7099, 2.9645)
H (2.1406, -2.0581, 1.9841)
H (2.7011, -1.1683, 3.3956)
H (2.5756, 0.4355, 0.1380)
H (6.1644, 2.4513, 1.0755)
H (6.8484, 2.7668, -0.5266)
H (7.0147, 1.1690, 0.2114)
H (3.9253, 3.8576, -0.4543)
H (2.8391, 2.9369, -1.4856)
H (4.3691, 3.5400, -2.1477)
H (5.8301, -0.2424, -2.1054)
H (5.5008, 1.2016, -3.0742)
H (4.1966, 0.0728, -2.6813)
C (-3.5141, 3.8437, -0.4394)
Si (-3.9994, 2.0892, -1.0188)
C (-5.8972, 2.0729, -0.8005)
C (-3.8673, 2.0360, -2.9335)
Sb (-2.2213, 0.4163, -0.0507)
Si (-3.5532, -1.7406, -0.6447)
C (-2.9946, -2.5379, -2.2709)
C (-3.4054, -3.0218, 0.7413)
C (-5.4163, -1.4414, -0.9154)
Si (-3.0731, 0.6693, 2.4228)
C (-2.6146, -0.7622, 3.5729)
C (-4.9876, 0.7163, 2.4165)
C (-2.5128, 2.3290, 3.1271)
H (-3.5483, 4.5794, -1.2470)
H (-2.5010, 3.8492, -0.0300)
H (-4.1849, 4.1810, 0.3545)
H (-6.3437, 2.8818, -1.3844)
H (-6.1855, 2.2104, 0.2419)
H (-6.3295, 1.1309, -1.1400)
H (-4.1914, 2.9761, -3.3875)
H (-4.5042, 1.2368, -3.3226)
H (-2.8504, 1.8319, -3.2756)
H (-1.9363, -2.7987, -2.2004)
H (-3.1268, -1.8581, -3.1180)
H (-3.5592, -3.4504, -2.4825)
H (-2.4219, -2.9276, 1.2046)
H (-3.5006, -4.0408, 0.3605)
H (-4.1621, -2.8682, 1.5145)
H (-5.5794, -0.8363, -1.8103)
H (-5.8679, -0.9162, -0.0722)
H (-5.9438, -2.3898, -1.0464)
H (-3.0878, -1.6978, 3.2690)
H (-2.9133, -0.5374, 4.5999)
H (-1.5347, -0.8994, 3.5596)
H (-5.4069, -0.0956, 1.8190)
H (-5.3529, 1.6573, 2.0026)
H (-5.3781, 0.6228, 3.4333)
H (-1.4396, 2.3022, 3.3235)
H (-3.0141, 2.5465, 4.0741)
H (-2.7085, 3.1497, 2.4318)

Forces on the atoms, in the same order (eV/Å):
-0.012 -0.582 0.280
-0.270 0.099 0.172
0.434 -0.355 0.331
-0.113 0.063 0.106
-0.031 0.274 -0.376
0.091 -0.190 0.025
-0.529 0.937 -0.453
0.089 -0.090 0.314
0.233 -0.194 0.150
-0.195 0.214 -0.503
0.085 -0.023 0.075
-0.031 -0.051 -0.003
0.014 -0.045 0.049
0.056 -0.014 0.018
-0.065 -0.020 -0.013
-0.004 0.057 0.009
0.022 -0.007 0.020
0.026 0.027 -0.018
-0.015 0.049 0.003
0.007 0.026 -0.021
-0.026 -0.003 -0.016
-0.107 0.413 -0.072
-0.030 0.088 -0.085
0.125 -0.104 0.004
-0.033 -0.049 0.021
0.000 -0.092 0.023
0.022 -0.009 0.000
-0.013 -0.096 0.077
0.009 0.035 0.035
-0.005 0.019 -0.003
0.004 0.006 -0.012
0.028 0.033 0.024
0.010 -0.025 -0.013
-0.109 0.037 -0.145
0.072 -0.191 0.103
-0.050 0.141 0.084
-0.005 0.251 -0.141
0.248 -0.293 -0.246
0.108 0.319 -0.115
-0.161 -0.188 0.007
-0.029 -0.244 0.106
-0.092 -0.033 0.251
-0.031 -0.061 -0.011
-0.054 0.003 0.001
0.014 -0.010 0.028
0.008 -0.001 0.047
0.014 -0.006 -0.005
-0.040 0.001 0.008
0.132 0.020 -0.064
-0.043 -0.035 -0.021
-0.026 0.038 -0.003
0.492 -0.074 0.108
-0.002 -0.001 0.017
-0.042 0.001 -0.081
0.023 0.018 -0.003
-0.024 -0.009 0.015
-0.036 0.048 -0.025
0.089 -0.036 -0.005
-0.015 -0.016 0.009
0.021 0.089 0.044
-0.002 -0.009 -0.027
0.206 -0.264 0.088
-0.196 0.567 -0.543
0.215 -0.424 0.291
0.218 -0.177 0.263
-0.892 -0.131 0.228
-0.300 -0.579 -0.305
0.184 0.313 0.144
0.164 0.329 0.014
0.197 0.223 0.163
-0.162 0.050 0.470
0.100 0.103 -0.382
0.263 -0.027 -0.201
0.145 -0.206 -0.292
-0.091 -0.059 -0.078
-0.003 0.067 -0.001
-0.031 -0.037 0.010
0.158 0.081 -0.072
-0.048 0.022 -0.052
-0.045 0.059 0.003
-0.054 0.042 0.076
-0.003 -0.024 0.009
-0.014 0.014 -0.047
0.021 -0.025 -0.003
-0.020 0.024 0.013
-0.110 0.019 0.131
0.019 -0.066 0.014
-0.021 0.022 -0.108
-0.016 0.044 -0.019
-0.008 -0.030 -0.024
-0.055 -0.023 -0.039
0.083 -0.083 -0.014
-0.058 0.033 -0.008
-0.082 0.123 -0.028
0.037 -0.003 0.050
-0.029 -0.001 0.043
0.013 -0.003 0.045
0.092 -0.001 0.065
0.047 -0.018 0.030
-0.104 -0.089 -0.012
-0.059 -0.017 -0.008

Values from the calculation:
Charge: -2
ΔE to the lowest compared entry with this formula, charge and spin, eV: 0.709
E_LUMO (alpha / beta), eV: 3.7510 / 3.7484
E_HOMO (alpha / beta), Eh: -0.030 / -0.050
Multiplicity: 4
Largest force on an atom, eV/Å: 1.2
⟨S²⟩: 3.780

Mulliken population analysis, charges in e, atoms 1 to 99:
1. Co 1.86
2. S -0.43
3. C -0.13
4. S -0.33
5. S -0.32
6. C -1.42
7. Se 0.29
8. C 0.59
9. C -1.27
10. Se -0.01
11. C -0.43
12. H 0.38
13. H 0.41
14. H 0.32
15. H 0.69
16. H -1.34
17. H 0.41
18. H 0.70
19. H 0.51
20. H -0.25
21. H 0.13
22. Se -0.66
23. C 0.22
24. C -0.13
25. C -0.62
26. C -0.43
27. C -0.58
28. C -0.44
29. H 0.19
30. H 0.37
31. H 0.33
32. H 0.33
33. H 0.29
34. C -1.11
35. Si 0.17
36. C -0.90
37. C -0.61
38. C 3.04
39. Si 0.11
40. C -1.20
41. C -0.44
42. C -1.01
43. H 0.34
44. H 0.25
45. H 0.30
46. H 0.36
47. H 0.24
48. H 0.12
49. H 0.39
50. H -0.03
51. H 0.26
52. H -2.28
53. H 0.30
54. H 0.33
55. H 0.26
56. H 0.31
57. H -0.47
58. H 0.35
59. H 0.31
60. H 0.35
61. H 0.24
62. C -0.93
63. Si 1.12
64. C -1.26
65. C -1.24
66. Sb -1.84
67. Si 0.70
68. C -0.92
69. C -0.71
70. C -1.27
71. Si 0.62
72. C -0.94
73. C -1.05
74. C -0.64
75. H 0.43
76. H -0.11
77. H 0.33
78. H 0.38
79. H 0.34
80. H 0.28
81. H 0.42
82. H 0.32
83. H 0.24
84. H -0.01
85. H 0.26
86. H 0.43
87. H -0.15
88. H 0.49
89. H 0.42
90. H 0.23
91. H 0.30
92. H 0.46
93. H 0.30
94. H 0.40
95. H 0.21
96. H 0.17
97. H 0.10
98. H 0.43
99. H -0.04